(1)
Computed, not measured: a molecular structure, C23H43As3N5STl at a distorted geometry, with wB97M-V/def2-TZVPD.

```
! wB97M-V def2-TZVPD RIJCOSX def2/J DEFGRID3
* xyz 2 1
Tl -0.53 -1.39 -2.02
C -4.22 -0.30 -3.43
C -3.23 -1.41 -3.58
C -3.35 -2.55 -2.79
C -2.51 -3.65 -2.98
C -2.70 -4.89 -2.16
C -1.54 -3.59 -3.98
C -1.40 -2.46 -4.78
C -0.43 -2.45 -5.93
C -2.23 -1.37 -4.56
H -5.10 -0.52 -4.04
H -3.82 0.65 -3.77
H -4.55 -0.21 -2.39
H -4.13 -2.60 -2.05
H -3.11 -5.68 -2.79
H -3.39 -4.73 -1.33
H -1.75 -5.25 -1.77
H -0.95 -4.47 -4.18
H -0.21 -1.44 -6.25
H -0.87 -2.99 -6.77
H 0.49 -2.96 -5.67
H -2.17 -0.51 -5.21
C -0.98 -1.54 2.86
As -0.83 -0.20 1.41
C -2.66 -0.42 0.70
C -1.24 1.42 2.52
C -0.03 2.22 3.01
C 1.08 1.32 3.55
C 0.53 3.02 1.83
As 1.31 2.11 0.28
C 2.57 0.65 0.40
C 2.29 3.55 -0.57
C -0.45 3.25 4.07
As -0.93 2.84 6.01
C -1.69 1.01 5.99
C 0.86 2.38 6.70
H -1.88 -1.38 3.45
H -0.11 -1.51 3.52
H -1.03 -2.54 2.42
H -3.40 -0.07 1.42
H -2.86 -1.47 0.50
H -2.78 0.13 -0.23
H -1.83 1.10 3.37
H -1.87 2.07 1.90
H 1.40 0.61 2.77
H 0.73 0.76 4.41
H 1.94 1.92 3.86
H 1.36 3.65 2.16
H -0.24 3.67 1.40
H 3.34 0.89 1.14
H 3.03 0.55 -0.58
H 2.07 -0.28 0.67
H 3.20 3.75 0.01
H 1.69 4.47 -0.60
H 2.56 3.25 -1.58
H -1.31 3.80 3.68
H 0.36 3.97 4.20
H -2.69 1.01 5.56
H -1.79 0.71 7.03
H -1.07 0.27 5.49
H 1.63 2.99 6.23
H 1.11 1.33 6.59
H 0.88 2.61 7.77
N 6.46 -0.23 -3.40
C 5.39 -0.79 -2.83
N 5.57 -1.68 -1.83
N 4.22 -0.38 -3.23
C 3.04 -0.65 -2.86
N 1.91 -0.75 -2.57
H 7.40 -0.53 -3.21
H 6.30 0.46 -4.12
H 6.49 -2.02 -1.60
H 4.78 -2.19 -1.48
S -1.60 2.13 -3.00
C -0.61 1.93 -1.83
N 0.11 1.60 -0.91
*
```

Properties
HOMO-LUMO gap   7.80 eV
Molar mass   850.85 g mol⁻¹
Lowest unoccupied orbital energy   -4.883 eV
DFT total energy   -8453.46340 a.u.

How positive or negative is each atom? The Löwdin charges in e answer that:
1. Tl 0.906
2. C -0.042
3. C -0.331
4. C -0.069
5. C -0.326
6. C -0.027
7. C -0.059
8. C -0.326
9. C -0.028
10. C -0.076
11. H 0.103
12. H 0.034
13. H 0.083
14. H 0.128
15. H 0.100
16. H 0.085
17. H 0.087
18. H 0.133
19. H 0.085
20. H 0.101
21. H 0.085
22. H 0.125
23. C -0.289
24. As 1.081
25. C -0.324
26. C -0.326
27. C -0.689
28. C -0.076
29. C -0.234
30. As 1.207
31. C -0.199
32. C -0.182
33. C -0.358
34. As 1.168
35. C -0.350
36. C -0.343
37. H 0.034
38. H 0.020
39. H 0.024
40. H 0.042
41. H 0.021
42. H -0.001
43. H 0.059
44. H 0.087
45. H 0.033
46. H 0.060
47. H 0.098
48. H 0.102
49. H 0.110
50. H 0.060
51. H 0.014
52. H 0.014
53. H 0.058
54. H 0.059
55. H 0.052
56. H 0.067
57. H 0.066
58. H 0.017
59. H 0.026
60. H -0.005
61. H 0.015
62. H 0.015
63. H 0.017
64. N 0.197
65. C -0.478
66. N 0.196
67. N 0.128
68. C -0.375
69. N 0.018
70. H 0.127
71. H 0.131
72. H 0.123
73. H 0.116
74. S 0.869
75. C -0.885
76. N -0.187

(2)
Computed, not measured: 2 unconnected molecules or ions with the total composition C4H7NOS at a distorted geometry, with wB97M-V/def2-TZVPD.

```
! wB97M-V def2-TZVPD RIJCOSX def2/J DEFGRID3
* xyz 0 1
C 2.33 2.08 0.59
C 1.39 2.52 -0.03
C -0.29 -1.20 -0.21
C -1.72 -0.91 0.02
N -1.72 0.61 0.01
O 0.27 2.57 -0.65
S -2.93 1.55 0.12
H 3.30 2.28 0.87
H 0.36 -1.12 0.76
H 0.19 -0.33 -0.73
H -0.15 -2.15 -0.78
H -2.10 -1.38 0.89
H -2.41 -1.25 -0.76
H -0.49 2.33 -0.10
*
```

Properties
HOMO-LUMO gap (alpha / beta)   7.26 / 7.26 eV
Molar mass   117.17 g mol⁻¹
Lowest unoccupied orbital energy (alpha / beta)   -1.502 / -1.498 eV
DFT total energy   -684.60618 a.u.
Energy above the lowest of the compared OMol25 structures with the same formula, charge and spin   5.466 eV

How positive or negative is each atom? The Löwdin charges in e answer that:
1. C 0.090
2. C -0.298
3. C -0.138
4. C -0.334
5. N -0.573
6. O 0.032
7. S 0.739
8. H -0.010
9. H 0.111
10. H 0.068
11. H 0.083
12. H 0.094
13. H 0.107
14. H 0.030

(3)
Computed, not measured: a molecular structure, C22H27HfN4OSSeSi at a distorted geometry, with wB97M-V/def2-TZVPD.

```
! wB97M-V def2-TZVPD RIJCOSX def2/J DEFGRID3
* xyz 3 1
Hf -0.36 -0.54 -0.28
C -2.87 -1.40 -0.18
Si -3.24 0.33 0.67
C -3.39 0.06 2.52
C -4.61 1.22 -0.22
N -1.61 0.90 0.26
C -0.97 2.13 0.47
C -1.47 3.22 1.18
C -0.70 4.37 1.31
C 0.56 4.45 0.75
C 1.08 3.39 0.02
C 0.30 2.26 -0.10
O 0.68 1.11 -0.91
C 2.06 0.98 -1.25
C 2.52 1.46 -2.46
C 3.87 1.31 -2.75
C 4.72 0.71 -1.84
C 4.24 0.23 -0.62
C 2.90 0.38 -0.31
H -3.80 -1.95 -0.31
H -2.23 -2.07 0.43
H -2.47 -1.27 -1.20
H -4.44 -0.01 2.81
H -2.97 0.89 3.08
H -2.90 -0.86 2.85
H -5.56 0.70 -0.08
H -4.42 1.29 -1.30
H -4.74 2.23 0.16
H -2.46 3.17 1.61
H -1.10 5.21 1.86
H 1.15 5.35 0.86
H 2.06 3.47 -0.43
H 1.84 1.94 -3.15
H 4.25 1.69 -3.69
H 5.78 0.62 -2.06
H 4.92 -0.22 0.09
H 2.50 0.09 0.66
Se 0.92 -4.40 0.16
N 1.26 -4.44 1.84
C 1.04 -3.25 2.39
C 1.18 -2.86 3.75
C 0.87 -1.56 4.06
C 0.45 -0.65 3.07
N 0.31 -0.98 1.79
C 0.59 -2.27 1.46
N 0.45 -2.65 0.19
H 1.53 -3.58 4.49
H 0.95 -1.21 5.08
H 0.23 0.38 3.33
C -1.23 -2.30 -3.66
S -0.12 -1.08 -2.90
C 1.47 -1.98 -2.98
H -1.36 -3.18 -3.03
H -0.80 -2.57 -4.62
H -2.19 -1.81 -3.84
H 1.93 -1.77 -3.94
H 1.29 -3.05 -2.89
H 2.13 -1.63 -2.18
*
```

Properties
HOMO-LUMO gap   5.65 eV
Molar mass   681.09 g mol⁻¹
Lowest unoccupied orbital energy   -11.224 eV
DFT total energy   -4285.04884 a.u.

How positive or negative is each atom? The Löwdin charges in e answer that:
1. Hf 1.604
2. C -0.182
3. Si 0.507
4. C -0.142
5. C -0.133
6. N -0.222
7. C -0.283
8. C 0.005
9. C -0.025
10. C -0.020
11. C 0.025
12. C -0.161
13. O -0.228
14. C -0.316
15. C 0.007
16. C -0.008
17. C -0.016
18. C -0.027
19. C -0.032
20. H 0.083
21. H 0.021
22. H -0.003
23. H 0.055
24. H 0.040
25. H 0.030
26. H 0.057
27. H 0.050
28. H 0.050
29. H 0.121
30. H 0.131
31. H 0.131
32. H 0.137
33. H 0.146
34. H 0.134
35. H 0.132
36. H 0.128
37. H 0.110
38. Se 1.355
39. N -0.176
40. C -0.321
41. C 0.109
42. C 0.026
43. C -0.012
44. N -0.017
45. C -0.478
46. N -0.336
47. H 0.157
48. H 0.142
49. H 0.149
50. C -0.307
51. S 0.786
52. C -0.313
53. H 0.055
54. H 0.071
55. H 0.060
56. H 0.070
57. H 0.046
58. H 0.023

(4)
Computed, not measured: 7 unconnected molecules or ions with the total composition C20H49Br8N3O3 at a distorted geometry, with wB97M-V/def2-TZVPD.

```
! wB97M-V def2-TZVPD RIJCOSX def2/J DEFGRID3
* xyz 0 1
Br 0.61 -4.35 1.15
C -0.27 -6.08 0.81
C -1.13 -6.08 -0.42
Br -2.63 -4.66 -0.23
H -0.90 -6.20 1.69
H 0.64 -6.67 0.68
H -1.49 -7.08 -0.64
H -0.53 -5.82 -1.29
Br 0.80 -0.96 -4.34
C -0.88 -1.83 -4.96
C -0.81 -3.30 -4.96
Br -2.53 -3.99 -5.55
H -1.13 -1.35 -5.90
H -1.64 -1.61 -4.21
H -0.65 -3.69 -3.96
H -0.07 -3.62 -5.69
Br 1.83 -4.41 -2.52
C 3.40 -3.29 -1.96
C 4.66 -4.15 -2.23
Br 6.27 -2.94 -2.07
H 3.19 -2.93 -0.95
H 3.33 -2.37 -2.53
H 4.81 -4.54 -3.24
H 4.84 -4.92 -1.48
Br -1.98 -1.24 -1.51
C -0.32 -1.49 -0.47
C 0.33 -0.08 -0.33
Br 2.26 -0.41 -0.10
H 0.34 -2.11 -1.08
H -0.52 -1.98 0.48
H -0.15 0.35 0.55
H 0.16 0.57 -1.19
C -5.52 4.53 -1.22
C -4.80 3.62 -2.27
C -3.26 3.72 -2.14
O -2.56 2.99 -3.18
C -1.21 2.82 -2.92
N -5.19 2.31 -2.11
H -5.03 4.39 -0.26
H -6.51 4.16 -0.95
H -5.59 5.60 -1.40
H -5.10 3.90 -3.28
H -3.04 3.36 -1.13
H -3.07 4.75 -2.42
H -1.01 2.11 -2.11
H -0.76 3.76 -2.63
H -0.69 2.46 -3.82
H -4.89 1.92 -1.23
H -4.50 1.84 -2.68
C -0.06 -0.70 5.82
C 0.93 -1.31 4.78
C 1.09 -2.81 4.90
O 1.59 -3.38 6.23
C 2.73 -2.86 6.91
N 0.33 -1.02 3.46
H 0.37 -0.82 6.82
H -1.03 -1.19 5.83
H -0.03 0.36 5.57
H 1.90 -0.83 4.85
H 1.72 -3.30 4.16
H 0.12 -3.32 4.83
H 2.57 -1.79 7.08
H 3.62 -3.04 6.31
H 2.79 -3.27 7.91
H 0.26 -0.02 3.32
H 1.04 -1.42 2.87
C 1.71 5.56 -1.11
C 2.01 4.74 0.09
C 1.38 3.36 0.10
O -0.08 3.18 0.39
C -0.71 3.77 1.52
N 3.49 4.72 0.15
H 2.02 6.59 -0.93
H 0.67 5.50 -1.43
H 2.29 5.33 -1.99
H 1.62 5.41 0.85
H 1.89 2.77 0.85
H 1.59 2.92 -0.88
H -1.00 4.80 1.33
H -0.05 3.73 2.39
H -1.55 3.10 1.68
H 3.94 5.60 0.36
H 3.76 4.60 -0.82
*
```

Properties
HOMO-LUMO gap   9.29 eV
Molar mass   1018.86 g mol⁻¹
Lowest unoccupied orbital energy   0.153 eV
DFT total energy   -21773.37980 a.u.
Energy above the lowest of the compared OMol25 structures with the same formula, charge and spin   0.000 eV

How positive or negative is each atom? The Löwdin charges in e answer that:
1. Br 0.639
2. C -0.646
3. C -0.565
4. Br 0.520
5. H 0.053
6. H 0.055
7. H 0.071
8. H 0.007
9. Br 0.592
10. C -0.705
11. C -0.735
12. Br 0.647
13. H 0.061
14. H -0.022
15. H 0.010
16. H 0.062
17. Br 0.611
18. C -0.640
19. C -0.621
20. Br 0.545
21. H -0.007
22. H 0.023
23. H 0.043
24. H 0.051
25. Br 0.634
26. C -0.696
27. C -0.648
28. Br 0.665
29. H -0.018
30. H -0.011
31. H 0.055
32. H 0.012
33. C -0.048
34. C -0.474
35. C -0.167
36. O -0.189
37. C -0.125
38. N 0.032
39. H 0.064
40. H 0.072
41. H 0.071
42. H 0.140
43. H 0.125
44. H 0.128
45. H 0.057
46. H 0.074
47. H 0.089
48. H 0.079
49. H 0.068
50. C -0.045
51. C -0.441
52. C -0.129
53. O -0.223
54. C -0.122
55. N 0.038
56. H 0.065
57. H 0.085
58. H 0.072
59. H 0.130
60. H 0.097
61. H 0.121
62. H 0.066
63. H 0.083
64. H 0.084
65. H 0.064
66. H 0.035
67. C -0.101
68. C -0.447
69. C -0.143
70. O -0.240
71. C -0.101
72. N 0.040
73. H 0.084
74. H 0.075
75. H 0.079
76. H 0.136
77. H 0.104
78. H 0.119
79. H 0.082
80. H 0.084
81. H 0.086
82. H 0.070
83. H 0.057

(5)
Computed, not measured: 2 unconnected molecules or ions with the total composition C2HN3O2 at a distorted geometry, with wB97M-V/def2-TZVPD.

```
! wB97M-V def2-TZVPD RIJCOSX def2/J DEFGRID3
* xyz 0 1
C 1.19 0.16 -0.42
C 0.42 -2.73 -0.62
N 0.44 0.93 0.13
N -0.19 1.76 0.84
N -1.12 2.41 0.30
O 0.17 -2.72 0.49
O 0.61 -2.96 -1.73
H -1.53 3.15 1.00
*
```

Properties
HOMO-LUMO gap   9.54 eV
Molar mass   99.05 g mol⁻¹
Lowest unoccupied orbital energy   -1.097 eV
DFT total energy   -391.45154 a.u.
Energy above the lowest of the compared OMol25 structures with the same formula, charge and spin   4.061 eV

How positive or negative is each atom? The Löwdin charges in e answer that:
1. C 0.140
2. C -0.509
3. N -0.121
4. N -0.114
5. N 0.089
6. O 0.202
7. O 0.208
8. H 0.106

(6)
Computed, not measured: 3 unconnected molecules or ions with the total composition C14H30NO12P3 at a distorted geometry, with wB97M-V/def2-TZVPD.

```
! wB97M-V def2-TZVPD RIJCOSX def2/J DEFGRID3
* xyz 0 1
C -0.25 3.12 0.64
C -1.36 2.05 0.52
C -0.84 0.86 -0.29
C -1.99 -0.05 -0.82
C -3.21 -0.06 0.02
C -4.38 0.55 -0.17
P -5.03 1.68 -1.46
N -5.73 2.91 -0.54
O -3.73 2.46 -2.09
C -5.26 0.14 0.98
O -6.45 0.12 1.01
O -4.42 -0.30 1.99
C -3.33 -0.83 1.29
O -2.68 -1.73 1.73
H 0.47 2.80 1.39
H 0.26 3.26 -0.31
H -0.71 4.05 0.96
H -2.20 2.47 -0.03
H -1.65 1.70 1.51
H -0.30 1.21 -1.18
H -0.15 0.24 0.27
H -2.21 0.19 -1.86
H -1.60 -1.08 -0.83
H -6.73 2.80 -0.52
H -5.35 2.95 0.40
H -3.18 1.87 -2.61
C 1.00 -4.73 6.12
O 0.98 -3.29 6.16
P 1.52 -2.48 4.87
O 1.72 -1.10 5.30
O 0.24 -2.70 3.93
C -1.05 -2.30 4.39
O 2.54 -2.83 3.68
C 3.63 -3.74 3.94
H 0.43 -5.09 6.98
H 0.54 -5.11 5.21
H 2.02 -5.10 6.20
H -0.98 -1.45 5.07
H -1.55 -3.13 4.89
H -1.64 -2.02 3.52
H 3.26 -4.73 4.21
H 4.27 -3.36 4.73
H 4.21 -3.82 3.02
C 3.58 0.72 -6.73
O 2.33 0.94 -6.06
P 2.31 1.14 -4.43
O 0.87 1.03 -4.13
O 2.83 2.67 -4.58
C 2.22 3.54 -5.52
O 3.02 1.13 -2.96
C 3.80 -0.02 -2.55
H 3.40 0.80 -7.79
H 4.32 1.47 -6.43
H 3.97 -0.28 -6.51
H 1.17 3.30 -5.67
H 2.75 3.52 -6.47
H 2.29 4.55 -5.12
H 4.66 -0.16 -3.20
H 3.19 -0.92 -2.54
H 4.15 0.18 -1.54
*
```

Properties
HOMO-LUMO gap   7.81 eV
Molar mass   497.31 g mol⁻¹
Lowest unoccupied orbital energy   -0.851 eV
DFT total energy   -2533.23036 a.u.

How positive or negative is each atom? The Löwdin charges in e answer that:
1. C -0.097
2. C -0.251
3. C -0.172
4. C -0.122
5. C -0.141
6. C -0.205
7. P 0.822
8. N -0.152
9. O -0.295
10. C -0.452
11. O 0.159
12. O 0.136
13. C -0.363
14. O 0.173
15. H 0.074
16. H 0.070
17. H 0.068
18. H 0.089
19. H 0.113
20. H 0.103
21. H 0.116
22. H 0.103
23. H 0.125
24. H 0.036
25. H 0.045
26. H 0.040
27. C -0.098
28. O -0.214
29. P 0.398
30. O -0.233
31. O -0.240
32. C -0.089
33. O -0.203
34. C -0.093
35. H 0.090
36. H 0.092
37. H 0.077
38. H 0.091
39. H 0.088
40. H 0.052
41. H 0.075
42. H 0.094
43. H 0.087
44. C -0.104
45. O -0.243
46. P 0.510
47. O -0.249
48. O -0.266
49. C -0.109
50. O -0.219
51. C -0.096
52. H 0.091
53. H 0.087
54. H 0.083
55. H 0.090
56. H 0.080
57. H 0.090
58. H 0.082
59. H 0.088
60. H 0.089

(7)
Computed, not measured: C4H4N2O in the gas phase at a distorted geometry, with wB97M-V/def2-TZVPD.

```
! wB97M-V def2-TZVPD RIJCOSX def2/J DEFGRID3
* xyz 0 1
C -0.59 -0.77 -0.02
C 0.77 -1.17 -0.03
C 0.36 1.30 -0.06
C -0.90 0.70 -0.19
H -1.26 -1.49 -0.52
H 0.60 -2.33 -0.26
H 0.52 2.54 -0.10
H -1.99 0.94 -0.48
N 1.85 -0.48 0.25
N 1.56 0.88 0.40
O -0.92 -0.12 1.02
*
```

Properties
HOMO-LUMO gap   9.62 eV
Molar mass   96.09 g mol⁻¹
Lowest unoccupied orbital energy   -0.062 eV
DFT total energy   -339.36847 a.u.
Energy above the lowest of the compared OMol25 structures with the same formula, charge and spin   5.802 eV

How positive or negative is each atom? The Löwdin charges in e answer that:
1. C -0.414
2. C -0.120
3. C -0.128
4. C -0.113
5. H 0.152
6. H 0.154
7. H 0.168
8. H 0.188
9. N 0.046
10. N 0.016
11. O 0.052

(8)
Computed, not measured: C11H10 in the gas phase at a distorted geometry, with wB97M-V/def2-TZVPD.

```
! wB97M-V def2-TZVPD RIJCOSX def2/J DEFGRID3
* xyz 0 1
C -3.44 0.18 0.20
C -2.70 0.39 1.38
C -2.71 -0.14 -0.94
C -1.30 0.42 1.34
C -1.35 -0.20 -0.95
C -0.56 0.13 0.21
C 0.83 0.14 0.42
C 2.56 0.03 -0.91
C 2.15 0.54 0.41
C 3.01 1.21 1.25
C 2.37 -1.21 -1.55
H -4.48 0.22 -0.11
H -3.23 0.69 2.32
H -3.34 -0.32 -1.81
H -0.74 0.52 2.28
H -0.88 -0.54 -1.82
H 4.10 1.28 1.18
H 2.61 1.27 2.20
H 1.26 -1.51 -1.64
H 2.82 -1.99 -1.01
H 3.02 -1.12 -2.46
*
```

Properties
HOMO-LUMO gap (alpha / beta)   6.07 / 5.99 eV
Molar mass   142.20 g mol⁻¹
Lowest unoccupied orbital energy (alpha / beta)   -1.090 / -0.892 eV
DFT total energy   -424.83238 a.u.
Energy above the lowest of the compared OMol25 structures with the same formula, charge and spin   9.188 eV

How positive or negative is each atom? The Löwdin charges in e answer that:
1. C -0.093
2. C -0.076
3. C -0.116
4. C -0.063
5. C -0.030
6. C -0.224
7. C 0.139
8. C 0.076
9. C -0.425
10. C 0.059
11. C -0.146
12. H 0.102
13. H 0.116
14. H 0.109
15. H 0.119
16. H 0.076
17. H 0.071
18. H 0.024
19. H 0.113
20. H 0.075
21. H 0.092

- Which of these has the highest DFT total energy?
  C4H4N2O